No. 1
The following is a DFT calculation (wB97M-V/def2-TZVPD) of 9 unconnected molecules or ions with the total composition C32H76O26P4 in a non-equilibrium geometry.

Geometry (Å):
1 C -5.465 -3.817 -5.467
2 O -4.650 -3.253 -4.404
3 P -3.128 -3.813 -4.262
4 O -2.290 -3.883 -5.482
5 O -2.478 -2.909 -3.114
6 C -2.175 -1.529 -3.222
7 O -3.309 -5.237 -3.471
8 C -4.301 -5.424 -2.432
9 H -6.361 -3.925 -4.855
10 H -5.137 -4.710 -5.998
11 H -5.465 -3.121 -6.306
12 H -2.558 -1.009 -4.100
13 H -1.101 -1.458 -3.046
14 H -2.685 -1.241 -2.303
15 H -5.160 -4.775 -2.605
16 H -3.980 -5.295 -1.398
17 H -4.688 -6.443 -2.443
18 C -4.106 1.164 3.650
19 O -4.736 2.238 4.352
20 P -6.283 2.676 4.064
21 O -7.323 1.884 4.757
22 O -6.337 2.567 2.441
23 C -7.454 1.933 1.842
24 O -6.371 4.298 4.274
25 C -6.477 4.673 5.642
26 H -4.763 0.611 2.979
27 H -3.507 0.527 4.300
28 H -3.463 1.671 2.930
29 H -8.070 1.343 2.521
30 H -7.053 1.230 1.111
31 H -8.185 2.524 1.291
32 H -6.137 3.929 6.363
33 H -7.497 4.961 5.895
34 H -6.029 5.606 5.985
35 C -1.397 1.788 7.882
36 O -1.310 1.141 6.672
37 P -0.238 -0.002 6.285
38 O 1.206 0.380 6.503
39 O -0.579 -0.353 4.782
40 C -0.104 -1.614 4.138
41 O -0.854 -1.329 7.139
42 C -0.224 -1.937 8.208
43 H -1.661 2.823 7.664
44 H -0.419 1.802 8.363
45 H -2.086 1.286 8.561
46 H -0.290 -1.720 3.069
47 H -0.695 -2.417 4.578
48 H 0.909 -1.929 4.388
49 H -0.631 -1.525 9.131
50 H 0.810 -1.653 8.404
51 H -0.315 -3.018 8.099
52 C 1.246 4.877 -0.777
53 O 0.776 5.810 0.172
54 P -0.294 5.542 1.411
55 O -0.487 6.733 2.261
56 O -1.628 4.986 0.563
57 C -2.438 5.836 -0.190
58 O 0.375 4.220 2.068
59 C 1.792 3.991 2.273
60 H 0.952 3.870 -0.481
61 H 2.331 4.944 -0.699
62 H 0.983 5.025 -1.824
63 H -3.166 5.275 -0.776
64 H -1.887 6.444 -0.908
65 H -3.069 6.404 0.494
66 H 2.229 3.428 1.449
67 H 1.882 3.415 3.194
68 H 2.434 4.859 2.422
69 C 1.762 2.186 -3.747
70 C 0.265 1.909 -3.966
71 O -0.369 3.126 -4.312
72 C -1.443 3.570 -3.674
73 C -1.961 4.864 -4.232
74 O -1.976 2.948 -2.752
75 H 2.220 2.458 -4.698
76 H 2.175 1.226 -3.437
77 H 1.957 2.855 -2.909
78 H 0.340 1.420 -4.938
79 H -0.218 1.276 -3.222
80 H -1.389 5.637 -3.719
81 H -3.007 4.806 -3.930
82 H -1.863 4.880 -5.317
83 C -1.460 -4.215 0.260
84 C -0.082 -4.613 -0.188
85 O 0.799 -4.078 0.807
86 C 2.204 -4.074 0.686
87 C 2.842 -3.636 2.077
88 O 2.861 -4.493 -0.201
89 H -1.868 -4.891 1.012
90 H -2.154 -3.941 -0.536
91 H -1.405 -3.231 0.725
92 H -0.149 -5.694 -0.065
93 H 0.134 -4.279 -1.203
94 H 3.724 -4.263 2.210
95 H 2.260 -4.067 2.891
96 H 3.114 -2.580 2.093
97 C -0.562 0.228 0.788
98 C 0.609 1.168 0.350
99 O 1.820 0.421 0.247
100 C 2.058 -0.321 -0.867
101 C 3.316 -1.123 -0.841
102 O 1.329 -0.443 -1.807
103 H -1.345 0.252 0.030
104 H -1.136 0.784 1.530
105 H -0.210 -0.735 1.156
106 H 0.482 1.742 -0.568
107 H 0.655 1.921 1.137
108 H 3.494 -1.465 0.178
109 H 4.157 -0.474 -1.084
110 H 3.358 -1.963 -1.534
111 C 4.372 -4.673 -3.948
112 C 3.343 -5.609 -4.589
113 O 3.827 -6.912 -4.559
114 C 3.039 -7.925 -4.609
115 C 3.763 -9.310 -4.586
116 O 1.804 -7.819 -4.763
117 H 5.284 -4.588 -4.539
118 H 4.683 -5.056 -2.976
119 H 3.956 -3.671 -3.852
120 H 2.388 -5.496 -4.075
121 H 3.044 -5.263 -5.578
122 H 3.947 -9.669 -5.598
123 H 3.207 -10.022 -3.975
124 H 4.756 -9.143 -4.168
125 C 8.563 5.024 -1.964
126 C 8.190 4.103 -0.846
127 O 7.255 3.079 -1.077
128 C 5.892 3.289 -1.030
129 C 5.092 1.936 -0.918
130 O 5.346 4.398 -0.835
131 H 9.541 4.837 -2.406
132 H 8.521 6.006 -1.494
133 H 7.808 5.008 -2.750
134 H 9.056 3.565 -0.459
135 H 7.761 4.779 -0.107
136 H 5.659 1.198 -1.485
137 H 4.082 1.959 -1.328
138 H 5.051 1.496 0.078

- ΔE to the lowest compared entry with this formula, charge and spin (eV) = 6.025
- HOMO level (eV) = -9.89
- net charge = 0
- energy (eV) = -124811.980
- orbital gap (Eh) = 0.3770

Atomic partial charges in e from the Löwdin method, atoms 1 to 4: atom 1 (C): -0.08, atom 2 (O): -0.26, atom 3 (P): 0.43, atom 4 (O): -0.24



No. 2
The following is a DFT calculation (wB97M-V/def2-TZVPD) of 3 unconnected molecules or ions with the total composition C32H77N3O6P2S in a non-equilibrium geometry.

Geometry (Å):
1 C -1.679 1.727 0.228
2 C -0.187 1.904 0.520
3 C 0.716 1.540 -0.684
4 C 1.095 2.798 -1.447
5 C 1.965 2.550 -2.705
6 C 1.183 2.699 -3.998
7 C 0.014 1.694 -4.081
8 C -0.399 1.358 -5.531
9 C -0.919 -0.094 -5.695
10 C -0.445 -0.829 -6.969
11 P 0.516 -2.381 -6.633
12 N 0.747 -2.774 -5.016
13 C 1.361 -3.112 -8.109
14 C 2.518 -4.064 -7.807
15 C 3.522 -4.045 -8.974
16 O 4.513 -3.055 -8.828
17 C 5.626 -3.492 -8.075
18 O -0.938 -3.265 -6.833
19 C -1.198 -4.545 -6.314
20 C -0.604 -5.747 -7.074
21 C -1.748 -6.448 -7.839
22 C 0.036 -6.796 -6.131
23 C 0.746 -7.861 -6.990
24 C 1.070 -6.214 -5.173
25 P 2.453 -1.044 -6.410
26 S 3.137 -0.762 -4.566
27 H -2.067 2.569 -0.333
28 H -1.831 0.791 -0.297
29 H -2.198 1.733 1.180
30 H 0.094 1.362 1.417
31 H -0.021 2.958 0.723
32 H 1.592 1.044 -0.280
33 H 0.165 0.846 -1.306
34 H 0.174 3.289 -1.760
35 H 1.623 3.453 -0.761
36 H 2.792 3.253 -2.680
37 H 2.398 1.563 -2.618
38 H 1.822 2.558 -4.863
39 H 0.771 3.706 -3.997
40 H -0.842 2.119 -3.565
41 H 0.313 0.791 -3.561
42 H -1.221 2.022 -5.772
43 H 0.451 1.532 -6.178
44 H -1.999 -0.034 -5.759
45 H -0.714 -0.645 -4.786
46 H -1.332 -1.182 -7.473
47 H 0.069 -0.184 -7.671
48 H -0.108 -2.812 -4.480
49 H 1.360 -3.556 -4.829
50 H 1.727 -2.269 -8.688
51 H 0.622 -3.594 -8.738
52 H 2.194 -5.091 -7.710
53 H 3.065 -3.732 -6.928
54 H 3.010 -3.939 -9.926
55 H 4.009 -5.024 -9.000
56 H 6.138 -4.330 -8.548
57 H 6.294 -2.647 -7.985
58 H 5.322 -3.788 -7.069
59 H -2.276 -4.663 -6.392
60 H -1.006 -4.684 -5.251
61 H 0.122 -5.479 -7.838
62 H -2.287 -5.678 -8.382
63 H -2.432 -6.896 -7.125
64 H -1.377 -7.160 -8.562
65 H -0.757 -7.280 -5.570
66 H 1.381 -7.345 -7.703
67 H 0.051 -8.501 -7.507
68 H 1.407 -8.447 -6.358
69 H 1.490 -7.034 -4.598
70 H 1.903 -5.736 -5.678
71 H 0.601 -5.566 -4.442
72 H 2.212 0.239 -6.949
73 H 3.534 -1.541 -7.167
74 C -2.450 4.998 7.766
75 O -3.538 4.114 7.577
76 C -4.762 4.753 7.232
77 C -5.155 4.435 5.805
78 N -4.264 5.086 4.853
79 C -4.429 4.647 3.470
80 C -4.125 3.189 3.137
81 O -2.759 2.836 3.259
82 C -2.340 2.468 4.560
83 H -1.625 4.414 8.170
84 H -2.123 5.443 6.820
85 H -2.700 5.793 8.475
86 H -4.705 5.833 7.393
87 H -5.531 4.355 7.900
88 H -6.177 4.783 5.630
89 H -5.146 3.342 5.698
90 H -3.306 4.918 5.130
91 H -3.769 5.267 2.858
92 H -5.453 4.871 3.155
93 H -4.372 3.044 2.081
94 H -4.753 2.488 3.699
95 H -3.137 1.981 5.127
96 H -1.963 3.330 5.118
97 H -1.512 1.766 4.452
98 C 3.628 1.092 12.097
99 O 3.090 2.370 11.816
100 C 3.276 2.800 10.472
101 C 1.959 2.847 9.726
102 N 1.442 1.507 9.477
103 C 0.073 1.472 8.967
104 C -1.043 2.006 9.860
105 O -1.284 1.230 11.018
106 C -0.464 1.525 12.134
107 H 3.566 0.941 13.174
108 H 3.061 0.294 11.605
109 H 4.676 1.028 11.794
110 H 4.000 2.168 9.950
111 H 3.685 3.813 10.515
112 H 2.112 3.350 8.766
113 H 1.264 3.453 10.322
114 H 1.478 0.975 10.336
115 H -0.157 0.428 8.745
116 H 0.045 2.011 8.013
117 H -1.968 1.960 9.277
118 H -0.901 3.061 10.127
119 H -0.185 2.582 12.168
120 H 0.439 0.908 12.144
121 H -1.033 1.288 13.033

- HOMO level (eV) = -7.11
- net charge = 0
- energy (eV) = -80596.992
- orbital gap (Eh) = 0.2837

Atomic partial charges in e from the Löwdin method, atoms 1 to 4: atom 1 (C): -0.10, atom 2 (C): -0.25, atom 3 (C): -0.22, atom 4 (C): -0.21



No. 3
The following is a DFT calculation (wB97M-V/def2-TZVPD) of a molecular structure, C32H78F6N6O10SrZn in a non-equilibrium geometry.

Geometry (Å):
1 Sr -16.833 7.984 7.286
2 Zn -13.608 10.085 7.602
3 C -13.784 10.421 10.595
4 O -12.415 10.857 10.678
5 O -13.997 9.777 9.450
6 C -14.099 9.564 11.811
7 F -14.082 10.259 12.945
8 F -15.363 9.042 11.672
9 F -13.273 8.535 11.926
10 C -12.204 12.042 11.415
11 C -10.812 12.583 11.106
12 H -10.800 13.086 10.133
13 H -10.465 13.275 11.869
14 H -10.090 11.763 11.080
15 H -12.211 11.889 12.503
16 H -12.962 12.817 11.244
17 H -14.440 11.313 10.601
18 C -15.864 11.560 7.225
19 O -14.637 12.160 7.593
20 O -15.614 10.234 7.110
21 C -16.951 11.975 8.213
22 F -16.546 11.848 9.483
23 F -17.312 13.231 8.027
24 F -18.074 11.209 8.076
25 C -14.476 13.533 7.287
26 C -13.182 13.991 7.936
27 H -13.162 13.564 8.942
28 H -12.294 13.644 7.411
29 H -13.184 15.078 7.954
30 H -15.259 14.233 7.556
31 H -14.324 13.599 6.200
32 H -16.158 11.975 6.240
33 C -18.390 9.575 11.619
34 C -18.166 8.493 10.560
35 C -19.359 8.449 9.620
36 O -19.039 7.626 8.477
37 C -20.051 6.646 8.216
38 N -16.983 8.839 9.697
39 H -18.532 10.544 11.133
40 H -17.533 9.628 12.290
41 H -19.269 9.368 12.231
42 H -18.105 7.541 11.092
43 H -19.563 9.472 9.282
44 H -20.273 8.081 10.083
45 H -19.703 6.024 7.386
46 H -20.942 7.127 7.800
47 H -20.264 6.047 9.096
48 H -17.227 9.808 9.502
49 H -16.196 9.017 10.334
50 C -15.258 16.607 9.486
51 C -15.185 15.857 10.802
52 C -14.056 16.444 11.647
53 O -12.813 16.126 11.063
54 C -11.747 16.191 11.965
55 N -16.455 16.011 11.497
56 H -15.981 16.111 8.823
57 H -14.269 16.782 9.071
58 H -15.797 17.560 9.578
59 H -14.924 14.814 10.605
60 H -14.109 15.985 12.651
61 H -14.138 17.525 11.822
62 H -11.740 17.135 12.523
63 H -10.812 16.134 11.404
64 H -11.713 15.360 12.685
65 H -16.819 16.951 11.532
66 H -16.366 15.681 12.452
67 C -18.406 13.364 4.442
68 C -18.317 13.634 2.941
69 C -16.963 13.429 2.341
70 O -16.015 14.264 2.942
71 C -14.739 14.165 2.320
72 N -19.406 13.065 2.137
73 H -17.750 14.073 4.941
74 H -18.066 12.330 4.637
75 H -19.421 13.473 4.821
76 H -18.517 14.719 2.910
77 H -16.986 13.669 1.268
78 H -16.683 12.359 2.459
79 H -14.414 13.122 2.226
80 H -14.026 14.709 2.942
81 H -14.763 14.671 1.348
82 H -19.818 12.248 2.587
83 H -19.063 12.692 1.254
84 C -14.122 16.498 5.062
85 C -12.984 17.390 5.486
86 C -12.070 17.837 4.384
87 O -11.580 16.691 3.747
88 C -10.665 16.987 2.747
89 N -13.432 18.525 6.344
90 H -13.826 15.446 5.102
91 H -14.610 16.708 4.112
92 H -14.921 16.519 5.818
93 H -12.335 16.834 6.191
94 H -11.259 18.494 4.719
95 H -12.667 18.411 3.653
96 H -10.360 16.055 2.278
97 H -9.751 17.439 3.162
98 H -11.060 17.683 2.000
99 H -14.132 18.204 6.996
100 H -12.639 18.904 6.842
101 C -16.608 8.883 2.649
102 C -16.706 9.076 4.150
103 C -18.198 9.007 4.495
104 O -18.555 9.304 5.842
105 C -19.793 9.996 5.947
106 N -16.019 7.952 4.860
107 H -15.566 8.769 2.346
108 H -16.919 9.802 2.133
109 H -17.267 8.116 2.247
110 H -16.313 10.013 4.538
111 H -18.544 7.992 4.231
112 H -18.739 9.678 3.821
113 H -19.699 11.004 5.518
114 H -20.076 10.123 6.983
115 H -20.555 9.535 5.312
116 H -15.051 7.931 4.545
117 H -16.437 7.094 4.487
118 C -9.481 11.357 7.476
119 C -10.989 11.285 7.350
120 C -11.446 11.304 5.922
121 O -12.876 11.091 5.874
122 C -13.367 11.230 4.548
123 N -11.587 10.086 7.986
124 H -9.142 11.556 8.489
125 H -9.106 12.140 6.812
126 H -9.002 10.428 7.148
127 H -11.382 12.152 7.886
128 H -10.952 10.498 5.354
129 H -11.205 12.216 5.371
130 H -14.336 10.737 4.502
131 H -12.693 10.749 3.839
132 H -13.530 12.284 4.324
133 H -11.321 9.990 8.969
134 H -11.175 9.255 7.547

- HOMO level (eV) = -12.21
- net charge = +2
- energy (eV) = -129411.953
- orbital gap (Eh) = 0.2432

Atomic partial charges in e from the Löwdin method, atoms 1 to 4: atom 1 (Sr): 1.64, atom 2 (Zn): 0.83, atom 3 (C): -0.42, atom 4 (O): -0.09